# 1
C5H22NO8 | wB97M-V/def2-TZVPD

CARTESIAN COORDINATES (ANGSTROEM)
O  1.724  1.454  -1.219
C  0.632  1.506  -1.749
O  0.041  2.675  -1.958
C  -0.144  0.257  -2.144
C  0.790  -0.831  -2.596
C  1.179  -1.665  -1.334
C  3.463  -1.193  -1.075
N  2.300  -1.138  -0.576
H  0.193  3.398  -1.344
H  -0.968  0.600  -2.765
H  -0.772  0.025  -1.273
H  0.513  -1.463  -3.447
H  1.693  -0.304  -3.023
H  1.146  -2.712  -1.637
H  0.263  -1.592  -0.725
H  4.285  -0.770  -0.505
H  3.683  -1.865  -1.888
H  2.019  -0.603  0.242
H  -1.965  -2.222  2.579
H  -3.033  -1.551  3.158
O  -2.108  -1.709  3.396
H  -3.856  -0.634  -2.073
H  -3.149  0.131  -1.064
O  -3.032  -0.699  -1.571
H  -3.939  1.230  -0.160
H  -2.596  1.859  0.462
O  -3.180  1.795  -0.300
H  0.977  0.302  4.320
H  1.690  1.671  3.696
O  1.556  0.723  3.689
H  0.166  2.954  1.368
H  0.014  1.575  2.126
O  -0.447  2.261  1.626
H  1.061  -0.836  2.538
H  -0.419  -1.413  2.964
O  0.223  -1.214  2.263

Cartesian forces (eV/Å) of the 2 atoms listed first:
-0.005 -0.318 0.108
0.792 0.213 1.125

Calculated values
Calculated total energy (a.u.): -860.09816
E_LUMO (eV): -4.459
Highest occupied orbital energy (eV): -13.6450
Energy above the lowest of the compared OMol25 structures with the same formula, charge and spin (eV): 3.360
Charge: +1

---

# 2
C5H22O7S | wB97M-V/def2-TZVPD

CARTESIAN COORDINATES (ANGSTROEM)
O  -1.957  -1.679  -0.442
C  -1.655  -0.532  -0.742
C  -0.455  -0.336  -1.619
C  0.159  1.082  -1.682
C  1.674  1.035  -1.975
S  2.923  0.755  -0.694
C  3.156  -1.041  -0.796
H  -2.235  0.308  -0.309
H  -0.569  -0.701  -2.639
H  0.328  -1.045  -1.296
H  -0.351  1.579  -2.506
H  0.106  1.671  -0.793
H  1.770  0.323  -2.833
H  1.980  1.948  -2.540
H  2.864  -1.538  0.123
H  2.759  -1.507  -1.687
H  4.261  -1.033  -0.804
H  0.835  2.760  2.327
H  -0.318  1.685  2.230
O  -0.059  2.540  2.605
H  0.048  2.767  -0.010
H  0.081  3.859  0.880
O  0.533  3.610  0.057
H  -2.498  -1.722  2.671
H  -1.607  -0.967  3.351
O  -2.549  -0.861  3.124
H  0.502  -2.330  2.801
H  0.173  -2.531  1.354
O  0.245  -1.833  2.016
H  -2.654  0.589  1.649
H  -3.277  1.964  1.863
O  -2.679  1.482  1.276
H  -0.477  -3.025  -0.959
H  -0.866  -3.643  -2.351
O  -0.193  -3.634  -1.650

Cartesian forces (eV/Å) of the 2 atoms listed first:
-0.218 0.618 0.275
0.057 -1.260 -0.046

Calculated values
Calculated total energy (a.u.): -1128.51030
E_LUMO (eV): 0.061
Highest occupied orbital energy (eV): -8.6506
Charge: 0
SMILES string: CSCCCC=O.O.O.O.O.O.O

---

# 3
C5H23N2O6 | wB97M-V/def2-TZVPD

CARTESIAN COORDINATES (ANGSTROEM)
N  -0.634  -1.506  1.140
C  0.418  -0.618  0.493
C  1.770  -0.891  1.166
C  0.075  0.866  0.600
N  0.678  1.830  -0.189
C  0.265  3.174  -0.186
C  1.166  1.347  -1.550
O  -0.751  1.145  1.503
H  -0.567  -1.430  2.179
H  -0.481  -2.556  0.904
H  -1.670  -1.325  0.809
H  0.458  -0.848  -0.572
H  2.748  -0.802  0.519
H  1.752  -1.864  1.759
H  1.881  -0.155  2.033
H  0.899  3.932  0.523
H  -0.750  3.374  0.309
H  0.354  3.664  -1.262
H  2.221  0.943  -1.554
H  1.227  2.089  -2.386
H  0.569  0.407  -2.029
H  -1.193  -2.333  -1.896
H  -2.507  -2.768  -2.482
O  -1.648  -3.122  -2.230
H  -2.436  -0.100  -0.778
H  -1.539  0.608  -1.565
O  -1.533  -0.263  -1.224
H  3.693  2.646  1.202
H  2.759  3.083  0.198
O  2.877  3.106  1.075
H  -0.725  -4.626  -0.208
H  0.680  -4.093  0.234
O  -0.326  -4.068  0.526
H  -2.578  0.726  1.185
H  -4.025  0.452  0.802
O  -3.126  -0.026  0.954

Cartesian forces (eV/Å) of the 2 atoms listed first:
-1.298 0.030 -0.227
1.013 -0.305 -0.881

Calculated values
Calculated total energy (a.u.): -764.96136
E_LUMO (eV): -2.822
Highest occupied orbital energy (eV): -12.9190
Energy above the lowest of the compared OMol25 structures with the same formula, charge and spin (eV): 4.182
Charge: +1

---

# 4
C5H24NO7 | wB97M-V/def2-TZVPD

CARTESIAN COORDINATES (ANGSTROEM)
C  -0.714  -2.103  0.493
O  -1.032  -1.488  1.719
C  0.260  -1.236  -0.356
C  -0.289  -0.929  -1.763
C  -0.458  -2.167  -2.620
C  0.584  0.108  -2.452
N  1.608  -1.830  -0.439
H  -0.213  -3.041  0.751
H  -1.655  -2.325  -0.041
H  0.365  -0.286  0.170
H  -1.266  -0.469  -1.571
H  -0.917  -1.945  -3.585
H  0.488  -2.669  -2.870
H  -1.078  -2.929  -2.138
H  0.645  1.043  -1.891
H  0.176  0.371  -3.437
H  1.617  -0.224  -2.592
H  1.667  -2.498  -1.195
H  1.860  -2.259  0.442
H  -1.881  1.465  0.082
H  -2.116  2.966  -0.414
O  -1.681  2.158  -0.690
H  -1.155  1.736  2.329
H  0.173  1.546  3.068
O  -0.475  2.255  2.854
H  -3.083  0.662  1.508
H  -1.504  -0.530  1.557
O  -2.136  0.749  1.300
H  0.212  -0.843  2.710
H  1.615  -0.144  2.593
O  0.915  -0.396  3.242
H  0.130  3.129  0.003
H  0.370  3.029  1.501
O  0.825  3.360  0.660
H  2.969  1.429  -0.225
H  2.201  2.468  0.645
O  2.974  1.836  0.651

Cartesian forces (eV/Å) of the 2 atoms listed first:
-0.120 0.547 0.281
-0.389 0.814 0.193

Calculated values
Calculated total energy (a.u.): -786.43742
E_LUMO (eV): 3.194
Highest occupied orbital energy (eV): -5.8968
Energy above the lowest of the compared OMol25 structures with the same formula, charge and spin (eV): 0.000
Charge: -1

---

# 5
C5H24O7 | wB97M-V/def2-TZVPD

CARTESIAN COORDINATES (ANGSTROEM)
O  -1.332  -1.169  0.170
H  -1.675  -0.915  -0.749
H  -0.794  -1.854  0.405
H  -0.745  -0.418  0.504
O  0.277  0.690  1.245
H  1.040  0.503  1.855
C  3.410  1.052  -0.135
O  2.392  0.178  -0.394
H  3.460  1.687  0.833
H  3.447  1.816  -0.872
H  4.514  0.768  -0.317
H  1.613  0.214  0.159
C  -0.898  -0.931  -2.984
O  -2.192  -1.132  -2.353
H  -0.633  -1.235  -4.007
H  -0.090  -1.487  -2.433
H  -0.431  0.003  -3.127
H  -2.800  -1.465  -3.046
C  1.258  -3.807  0.033
O  -0.114  -3.587  0.053
H  1.849  -3.854  1.166
H  1.756  -3.069  -0.523
H  1.242  -4.809  -0.336
H  -0.537  -4.447  0.006
C  -1.909  1.817  3.457
O  -0.895  0.818  3.595
H  -2.040  2.255  2.466
H  -1.840  2.418  4.101
H  -2.820  1.486  3.792
H  -0.386  0.778  2.726
C  -0.751  3.259  -1.008
O  -1.180  2.043  -0.442
H  -1.194  3.282  -2.138
H  0.438  3.252  -1.318
H  -0.955  4.160  -0.533
H  -0.498  1.685  0.161

Cartesian forces (eV/Å) of the 2 atoms listed first:
-2.788 5.001 -0.689
0.283 -1.365 0.406

Calculated values
Calculated total energy (a.u.): -731.28449
E_LUMO (eV): 0.003
Highest occupied orbital energy (eV): -8.6778
Energy above the lowest of the compared OMol25 structures with the same formula, charge and spin (eV): 7.249
Charge: 0

---

# 6
C5H25N2O6 | wB97M-V/def2-TZVPD

CARTESIAN COORDINATES (ANGSTROEM)
N  -0.283  0.034  0.269
C  -0.236  -1.465  0.653
C  0.837  -1.664  1.822
C  0.965  -0.460  2.677
C  2.062  0.307  2.601
C  0.118  -2.273  -0.570
N  -1.009  -2.230  -1.493
H  -0.678  0.623  0.996
H  0.662  0.433  0.103
H  -0.885  -0.014  -0.564
H  -1.192  -1.725  1.085
H  0.448  -2.505  2.397
H  1.792  -1.874  1.391
H  -0.008  0.000  2.934
H  2.884  -0.132  2.043
H  2.262  1.083  3.325
H  0.418  -3.265  -0.195
H  1.101  -1.929  -0.963
H  -1.948  -2.211  -1.120
H  -0.880  -3.037  -2.101
H  -3.843  -0.480  -1.309
H  -3.344  0.760  -0.646
O  -3.133  -0.194  -0.703
H  -1.557  2.576  -0.467
H  -2.726  3.462  -0.709
O  -2.327  2.940  0.020
H  0.006  0.032  -4.024
H  -0.684  -0.539  -2.909
O  -0.343  0.345  -3.166
H  -1.219  2.753  2.036
H  0.100  2.220  2.666
O  -0.837  2.033  2.562
H  4.254  -0.724  -1.210
H  3.471  0.378  -1.740
O  3.562  -0.117  -0.912
H  0.298  1.768  -2.047
H  1.123  2.982  -1.472
O  0.771  2.105  -1.261

Cartesian forces (eV/Å) of the 2 atoms listed first:
0.292 -2.048 -0.121
2.135 1.204 1.701

Calculated values
Calculated total energy (a.u.): -766.30306
E_LUMO (alpha / beta) (eV): 0.417 / 0.291
Highest occupied orbital energy (alpha / beta) (eV): -2.3303 / -10.2820
Energy above the lowest of the compared OMol25 structures with the same formula, charge and spin (eV): 0.170
Charge: 0
Multiplicity: 2